1.
Molecular formula: C13H24BNO15PS3
Method: DFT, ωB97M-V/def2-TZVPD

```
58
Properties=species:S:1:pos:R:3:forces:R:3:mulliken_charge:R:1
C 9.463 0.400 1.219 0.8 -1.0 -0.2 -0.556
O 8.172 0.589 1.937 -0.2 3.0 -2.1 -0.435
B 7.441 1.760 1.396 1.5 0.3 2.3 0.596
O 7.515 3.139 1.993 -1.3 -4.4 0.4 -0.435
S 6.346 1.399 -0.134 -1.6 -0.3 -7.1 0.781
O 7.024 0.348 -1.098 -1.5 2.8 4.1 -0.699
O 6.075 2.673 -0.985 0.9 -3.3 3.5 -0.587
N 4.909 0.619 0.485 -0.6 2.3 -0.5 -0.341
S 3.466 1.559 0.198 3.3 5.5 -4.9 0.867
O 3.571 3.048 0.697 -0.8 -5.4 -0.6 -0.582
O 3.061 1.601 -1.325 0.6 -1.2 5.0 -0.641
P 1.870 0.522 1.274 -0.4 -1.1 2.0 0.328
S 1.435 1.574 2.854 -0.4 0.0 -0.3 -0.436
H 9.981 -0.531 1.756 -1.0 2.3 -1.0 0.197
H 10.117 1.380 1.276 -1.2 -2.0 0.0 0.252
H 9.331 0.078 0.094 -0.2 0.8 2.2 0.263
H 7.155 2.985 2.936 1.0 0.5 -1.9 0.319
H 0.733 0.246 0.422 1.2 0.2 0.0 0.053
H 2.339 -0.791 1.737 -0.1 1.0 -1.1 0.051
C -4.443 1.692 0.611 -0.3 0.0 0.3 -1.468
C -3.060 1.183 0.963 -0.9 1.1 -0.5 0.619
C -2.360 0.496 -0.171 0.2 0.6 -0.9 -0.339
O -1.469 -0.372 0.507 -0.3 -0.6 1.2 -0.303
C -2.050 -0.652 1.715 0.8 -1.4 1.4 0.519
O -1.655 -1.511 2.486 -1.0 2.0 -1.6 -0.613
O -3.129 0.155 1.938 0.9 -1.1 0.1 -0.388
H -4.979 2.001 1.515 0.2 0.0 -0.1 0.431
H -4.386 2.542 -0.074 0.1 -0.2 0.2 0.339
H -5.048 0.907 0.143 0.2 0.0 0.0 0.264
H -2.455 1.998 1.379 0.1 -0.1 -0.1 0.266
H -1.811 1.194 -0.809 0.0 -0.3 0.1 0.364
H -3.026 -0.111 -0.793 -0.1 0.2 0.1 0.232
C -0.186 -4.206 2.143 0.0 0.3 0.4 -1.350
C 1.015 -4.039 1.235 -1.5 -0.3 0.4 0.617
C 1.778 -5.308 1.001 -0.2 -0.6 -0.5 -0.526
O 3.077 -4.828 0.700 0.3 0.7 0.3 -0.322
C 3.200 -3.625 1.342 2.7 1.5 0.3 0.660
O 4.247 -3.011 1.459 -2.6 -1.6 -0.2 -0.547
O 1.995 -3.209 1.835 1.0 -0.2 -0.3 -0.322
H -0.582 -3.228 2.437 0.1 -0.3 -0.3 0.299
H -0.978 -4.773 1.647 0.1 0.1 0.0 0.378
H 0.085 -4.724 3.070 0.1 -0.1 -0.2 0.361
H 0.711 -3.569 0.292 0.1 -0.1 0.0 0.220
H 1.377 -5.890 0.166 0.2 0.1 0.1 0.317
H 1.844 -5.950 1.886 -0.2 0.1 0.0 0.304
C -8.207 2.662 -3.736 0.0 0.4 0.2 -1.456
C -6.811 2.107 -3.933 -1.3 0.3 -0.3 0.526
C -6.638 0.707 -3.427 -0.4 -0.7 -0.3 -0.515
O -5.249 0.655 -3.151 0.6 0.8 0.3 -0.274
C -4.867 1.938 -2.861 2.3 0.6 0.9 0.630
O -3.781 2.245 -2.399 -2.5 -0.7 -1.1 -0.537
O -5.864 2.824 -3.158 1.0 -0.6 0.4 -0.326
H -8.223 3.739 -3.937 0.0 -0.2 -0.1 0.358
H -8.923 2.169 -4.398 0.1 0.0 0.0 0.380
H -8.543 2.533 -2.701 0.1 -0.1 -0.1 0.346
H -6.517 2.197 -4.986 0.0 -0.1 0.1 0.265
H -6.914 -0.045 -4.171 0.2 0.1 0.2 0.295
H -7.182 0.507 -2.497 -0.1 0.2 -0.1 0.298
```
Forces are in eV/Å.

The LUMO energy comes out at 1.545 eV. The total charge is -1. The value obtained for the total energy is -3253.8811 Eh. The calculation puts the HOMO energy at -5.340 eV. For the molar mass, the calculation gives 572.3 g mol⁻¹.

=====

2.
Molecular formula: C13H24Cl2N3PSc
Method: DFT, ωB97M-V/def2-TZVPD

```
44
Properties=species:S:1:pos:R:3:forces:R:3:mulliken_charge:R:1
Sc 0.022 -1.026 -1.154 -0.4 2.2 0.8 -0.939
Cl -1.245 0.294 -2.691 -0.6 0.3 -0.4 -0.578
Cl 0.060 -2.349 0.821 -0.1 -0.6 1.1 -0.532
C 0.297 -2.750 -2.260 0.6 -0.6 -0.4 -0.774
H 0.198 -3.751 -1.734 0.4 1.3 -0.8 0.212
H -0.105 -2.757 -3.318 0.8 0.1 1.1 0.237
C 2.119 -0.573 -1.202 -1.5 -0.1 0.1 0.101
C 1.750 -2.068 -2.102 2.4 -2.1 -0.3 0.902
H 1.679 0.072 -0.282 0.1 -2.5 -1.2 -0.165
C 2.277 -1.596 -3.498 -0.3 -0.5 0.1 -0.751
H 2.473 -2.988 -1.755 -1.5 2.5 -0.3 0.108
C 3.792 -1.273 -3.510 -0.4 0.0 -0.6 -0.661
H 2.029 -2.435 -4.195 0.4 0.7 0.3 0.361
H 1.693 -0.689 -3.799 0.4 -0.8 0.1 0.178
C 4.094 -0.032 -2.702 -0.1 0.1 1.3 -0.677
H 4.369 -2.132 -3.130 -0.2 0.1 0.0 0.330
H 4.102 -1.114 -4.546 0.1 -0.1 -0.1 0.336
C 3.570 -0.291 -1.228 1.3 1.4 -0.7 -0.508
H 5.159 0.277 -2.704 -0.2 -0.5 0.0 0.347
H 3.561 0.838 -3.108 -0.2 -0.3 0.1 0.279
H 4.273 -1.053 -0.754 -0.8 0.6 -0.3 0.235
H 3.702 0.700 -0.685 0.1 -1.2 -0.3 0.299
C -3.958 1.153 2.434 1.2 0.2 -0.1 -0.848
N -3.050 0.065 2.835 -0.6 -0.1 0.6 0.011
C -2.036 0.563 3.793 -0.2 0.5 -1.1 -0.866
N -1.284 1.727 3.264 0.0 0.6 1.0 0.013
C -2.224 2.795 2.853 -0.1 -1.2 -0.5 -0.845
N -3.221 2.310 1.863 -0.6 0.6 0.8 0.046
C -2.600 2.002 0.586 0.8 -0.6 0.1 -0.790
P -1.318 0.641 0.789 0.0 -0.6 -1.1 1.157
C -2.441 -0.577 1.677 0.6 0.5 0.2 -0.776
C -0.356 1.355 2.200 -0.6 -0.3 -0.1 -0.680
H -4.493 1.494 3.328 0.0 0.0 -0.2 0.280
H -4.655 0.775 1.670 0.1 0.1 0.3 0.402
H -1.321 -0.249 4.021 -0.4 0.4 0.0 0.391
H -2.573 0.896 4.690 0.2 -0.1 -0.1 0.271
H -1.660 3.628 2.397 -0.2 -0.3 0.3 0.384
H -2.775 3.123 3.746 0.2 0.0 -0.2 0.278
H -3.343 1.639 -0.140 0.2 0.3 0.1 0.381
H -2.075 2.883 0.183 -0.4 -0.2 0.0 0.364
H -1.829 -1.439 1.988 -0.4 0.4 -0.2 0.476
H -3.216 -0.921 0.969 0.3 0.1 0.3 0.308
H 0.199 2.239 1.837 -0.2 -0.3 0.2 0.387
H 0.360 0.591 2.551 -0.2 0.3 -0.1 0.316
```
Forces are in eV/Å.

The LUMO energy comes out at 2.736 eV. The total charge is -1. The value obtained for the total energy is -2696.5257 Eh. The calculation puts the HOMO energy at -3.063 eV. For the molar mass, the calculation gives 369.2 g mol⁻¹. For the energy above the lowest of the compared OMol25 structures with the same formula, charge and spin, the calculation gives 0.0 kcal per mole.

=====

3.
Molecular formula: C13H24Cl2O3Sn
Method: DFT, ωB97M-V/def2-TZVPD

```
43
Properties=species:S:1:pos:R:3:forces:R:3:mulliken_charge:R:1
C 2.623 1.294 -0.102 0.6 0.5 1.4 0.395
C 1.714 2.080 -0.798 -0.4 1.8 0.8 0.363
C 1.275 1.354 -1.897 -1.5 0.7 -1.4 0.533
C 1.265 3.490 -0.413 0.2 -1.2 -0.4 -1.399
C 1.927 0.138 -1.894 -0.2 -1.6 -1.3 0.328
C 2.743 0.094 -0.780 1.4 -1.6 0.6 0.685
C 3.601 -1.104 -0.354 -0.7 0.9 -0.6 -1.548
C 3.377 1.684 1.160 -0.2 -0.2 -0.8 -1.668
C 0.242 1.837 -2.913 0.8 -0.2 0.7 -1.296
C 1.801 -0.968 -2.939 0.2 0.8 0.8 -1.657
Sn -1.269 -0.251 0.534 5.1 -3.0 2.2 1.347
Cl -1.555 1.817 0.089 -1.0 3.0 -0.6 -0.399
Cl 0.451 -0.590 2.344 -1.4 0.9 -0.8 -0.431
O -0.170 -1.486 -0.447 -0.6 -5.1 -2.5 -0.663
H 1.975 3.924 0.288 0.0 0.3 0.0 0.424
H 0.278 3.475 0.055 0.0 0.3 0.1 0.081
H 1.196 4.097 -1.318 0.0 0.3 0.0 0.321
H -0.744 1.964 -2.448 0.0 0.1 -0.3 0.096
H 0.163 1.111 -3.728 -0.1 0.2 0.0 0.399
H 0.566 2.806 -3.313 -0.3 0.0 -0.2 0.331
H 0.943 -0.773 -3.582 0.0 -0.2 -0.1 0.368
H 1.680 -1.940 -2.454 -0.1 -0.1 -0.1 0.260
H 2.706 -0.994 -3.554 0.0 -0.2 -0.2 0.293
H 3.017 -2.028 -0.443 0.1 0.0 0.1 0.278
H 3.931 -0.980 0.677 0.0 -0.1 0.0 0.351
H 4.479 -1.184 -1.004 0.2 -0.2 0.1 0.267
H 2.947 2.589 1.597 0.1 -0.1 0.1 0.382
H 4.426 1.891 0.912 0.1 0.1 0.2 0.261
H 3.363 0.875 1.898 -0.1 0.1 0.1 0.315
H -0.511 -2.569 -0.692 1.0 5.4 1.5 0.279
O -1.915 -2.663 4.094 1.8 1.8 0.4 -1.101
H -1.088 -2.051 4.214 -2.3 -1.7 -0.4 0.124
C -4.480 -2.742 1.356 2.2 -0.2 -2.7 -1.534
C -3.931 -1.332 1.063 -0.3 -2.2 -1.4 0.879
C -4.031 -0.468 2.228 1.1 2.3 1.6 -1.324
O -2.588 -1.520 0.615 -3.2 -1.3 0.3 -0.502
H -3.840 -3.220 2.064 0.4 -0.3 0.8 0.338
H -4.468 -3.343 0.384 0.1 0.7 1.2 0.286
H -5.458 -2.688 1.664 -2.4 0.1 1.0 0.503
H -4.516 -0.972 0.212 -0.1 0.4 -0.1 0.045
H -3.287 -0.809 3.004 -0.6 0.0 -0.4 0.279
H -3.811 0.624 1.963 -0.2 -1.2 0.3 0.288
H -5.028 -0.467 2.660 -0.1 -0.1 0.1 0.423
```
Forces are in eV/Å.

The LUMO energy comes out at 4.752 eV. The total charge is -2. The value obtained for the total energy is -1870.0541 Eh. The calculation puts the HOMO energy at -0.031 eV. For the molar mass, the calculation gives 417.9 g mol⁻¹. For the energy above the lowest of the compared OMol25 structures with the same formula, charge and spin, the calculation gives 81.6 kcal per mole.

=====

4.
Molecular formula: C13H24N3OPb2
Method: DFT, ωB97M-V/def2-TZVPD

```
43
Properties=species:S:1:pos:R:3:forces:R:3:mulliken_charge:R:1
Pb -24.332 16.762 -6.274 1.6 -1.5 1.1 1.364
Pb -24.867 13.218 -7.840 1.0 -1.7 2.5 1.459
C -23.792 13.708 -4.440 0.3 -0.6 0.9 0.220
O -24.314 14.378 -5.592 -0.9 1.7 -2.8 -0.564
H -23.004 14.243 -3.911 0.2 0.3 -0.6 -0.470
H -24.545 13.570 -3.661 -0.4 -0.1 -0.4 0.368
H -23.406 12.733 -4.735 0.0 0.0 0.0 0.062
C -22.130 8.190 -9.087 0.6 0.0 0.8 -1.127
C -23.459 7.819 -8.433 0.2 0.7 -0.9 -0.456
C -23.609 8.373 -6.982 -0.8 0.2 -0.2 -0.322
C -23.785 9.834 -6.806 0.7 -1.0 -0.4 0.264
N -23.913 10.972 -6.650 -0.8 1.5 -1.0 -0.393
H -22.024 9.278 -9.112 0.2 0.0 0.2 0.261
H -21.913 7.869 -10.104 -0.7 -0.3 0.0 0.367
H -21.338 7.750 -8.476 0.3 0.3 -0.1 0.319
H -23.589 6.740 -8.382 0.0 0.0 0.2 0.314
H -24.224 8.207 -9.107 -0.5 -0.1 0.4 0.317
H -22.821 8.026 -6.314 0.1 0.2 0.0 0.307
H -24.545 7.992 -6.563 0.0 -0.2 0.2 0.368
C -20.024 14.991 -2.771 -0.6 0.0 0.7 -0.223
C -19.503 16.227 -3.504 0.8 -0.3 0.7 -0.604
C -20.613 17.158 -3.923 -0.4 1.0 -2.3 -0.479
C -21.209 16.710 -5.235 0.0 0.1 0.9 0.414
N -21.594 16.391 -6.285 -1.4 0.3 0.5 -0.607
H -20.268 15.123 -1.713 0.4 0.7 0.0 0.391
H -19.382 14.114 -2.748 0.1 0.1 -0.6 0.410
H -21.023 14.751 -3.146 0.2 -0.5 -0.5 -0.544
H -18.886 15.970 -4.367 -0.3 -0.2 -0.2 0.384
H -18.795 16.842 -2.944 -0.2 -0.2 0.5 0.358
H -20.232 18.139 -4.234 0.4 0.0 0.1 0.380
H -21.401 17.463 -3.231 -0.1 -0.7 0.3 0.418
C -21.909 11.076 -2.414 0.6 -0.6 1.1 -0.713
C -20.781 10.074 -2.786 -1.9 0.4 -1.2 -0.370
C -21.329 8.646 -2.529 -0.1 0.4 0.3 -0.627
C -22.645 8.440 -3.181 0.4 -0.1 0.6 0.369
N -23.686 8.244 -3.628 0.2 0.2 -0.4 -0.466
H -22.849 10.883 -2.929 0.0 0.0 -0.1 0.366
H -21.633 12.127 -2.512 0.2 0.0 -0.1 -0.160
H -22.053 10.876 -1.349 -0.5 0.4 0.1 0.386
H -19.905 10.316 -2.192 0.3 -0.3 -0.3 0.332
H -20.685 10.196 -3.867 1.0 -0.1 0.0 0.246
H -21.452 8.588 -1.446 -0.3 -0.4 0.0 0.332
H -20.701 7.809 -2.832 0.3 0.2 0.0 0.349
```
Forces are in eV/Å.

The LUMO energy comes out at -13.295 eV. The total charge is +3. The value obtained for the total energy is -1133.7869 Eh. The calculation puts the HOMO energy at -17.709 eV. For the molar mass, the calculation gives 652.8 g mol⁻¹. For the energy above the lowest of the compared OMol25 structures with the same formula, charge and spin, the calculation gives 17.3 kcal per mole.

=====

5.
Molecular formula: C13H24N4O3S
Method: DFT, ωB97M-V/def2-TZVPD

```
45
Properties=species:S:1:pos:R:3:forces:R:3:mulliken_charge:R:1
C -3.327 -1.630 0.504 0.1 0.2 -0.2 -1.688
H -3.602 -2.628 0.173 0.0 -0.2 0.0 0.458
H -4.149 -1.223 1.090 -0.1 0.0 0.1 0.377
H -2.451 -1.711 1.144 0.1 0.0 0.1 0.316
C -3.036 -0.732 -0.709 -0.2 -0.3 -0.2 1.615
N -2.742 0.652 -0.340 -0.2 0.3 0.1 -0.255
H -3.594 1.082 0.007 0.0 -0.1 0.0 0.398
C -1.674 0.892 0.613 0.1 0.5 0.0 -0.131
H -1.979 0.727 1.659 0.1 0.0 0.0 0.197
C -1.182 2.342 0.473 0.5 -0.7 0.0 0.121
O -2.201 3.274 0.761 -0.2 0.1 0.1 -0.608
H -2.863 3.205 0.065 0.1 0.1 0.0 0.389
C -0.045 2.631 1.460 -0.7 0.6 -0.1 -0.927
H -0.409 2.508 2.481 0.0 0.0 -0.1 0.492
H 0.302 3.657 1.311 0.0 -0.1 0.1 0.402
O 1.034 1.721 1.327 0.2 -0.3 0.0 -0.449
C 1.842 1.903 0.272 0.1 0.6 -0.8 0.670
N 1.709 2.883 -0.579 -0.3 0.0 0.4 -0.533
S 2.902 2.801 -1.692 -0.1 -0.3 0.4 0.024
N 3.615 1.455 -1.097 0.1 -0.3 0.1 -0.606
C 2.970 1.044 -0.025 0.2 0.5 -0.6 0.721
N 3.416 -0.003 0.725 0.2 -0.1 0.3 -0.021
C 2.480 -0.840 1.449 -0.4 -0.4 -0.1 -0.768
H 1.659 -0.238 1.832 0.1 -0.1 0.0 0.373
C 1.963 -1.946 0.519 -0.1 0.2 0.3 -0.380
H 1.316 -2.641 1.058 -0.1 0.1 0.0 0.425
O 3.026 -2.715 0.007 0.0 -0.2 0.0 -0.490
C 3.944 -1.912 -0.707 0.3 0.3 0.0 -0.460
H 4.737 -2.583 -1.041 0.0 0.1 0.0 0.383
C 4.506 -0.793 0.177 0.1 -0.2 -0.3 -0.843
H 5.156 -0.140 -0.402 0.1 -0.1 0.1 0.471
H 5.056 -1.226 1.017 0.0 0.0 -0.1 0.341
H 3.452 -1.464 -1.583 0.0 -0.1 0.0 0.292
H 1.400 -1.487 -0.310 0.0 0.0 0.1 0.296
H 3.021 -1.294 2.284 -0.1 0.0 0.0 0.321
H -0.812 2.492 -0.551 -0.1 -0.1 0.2 0.237
H -0.837 0.230 0.391 0.0 0.0 0.0 -0.018
C -1.862 -1.299 -1.513 -0.2 0.1 0.2 -1.685
H -1.559 -0.583 -2.272 0.0 0.1 -0.1 0.389
H -1.010 -1.514 -0.873 0.1 0.0 0.0 0.249
H -2.156 -2.225 -1.999 0.0 -0.1 0.0 0.513
C -4.275 -0.679 -1.610 0.3 0.0 0.1 -1.907
H -4.089 -0.022 -2.455 0.0 0.1 -0.1 0.421
H -4.517 -1.670 -1.983 -0.1 -0.1 0.0 0.421
H -5.135 -0.301 -1.060 -0.1 0.1 0.1 0.459
```
Forces are in eV/Å.

The LUMO energy comes out at 0.679 eV. The total charge is 0. The value obtained for the total energy is -1352.6692 Eh. The calculation puts the HOMO energy at -7.900 eV. For the molar mass, the calculation gives 316.4 g mol⁻¹. For the energy above the lowest of the compared OMol25 structures with the same formula, charge and spin, the calculation gives 2.3 kcal per mole.